{"formula": "C28H38BaN3O12", "method": "ωB97M-V/def2-TZVPD", "elements": ["Ba", "C", "C", "O", "O", "H", "H", "H", "C", "C", "C", "C", "C", "C", "N", "O", "O", "H", "H", "H", "H", "H", "C", "C", "C", "C", "C", "C", "N", "O", "O", "H", "H", "H", "H", "H", "C", "C", "C", "C", "C", "C", "N", "O", "O", "H", "H", "H", "H", "H", "C", "O", "C", "C", "O", "C", "H", "H", "H", "H", "H", "H", "H", "H", "H", "H", "C", "O", "C", "C", "O", "C", "H", "H", "H", "H", "H", "H", "H", "H", "H", "H"], "positions_angstrom": [[-0.86825, -16.71702, -22.45975], [-3.62209, -13.18392, -20.94231], [-2.77680, -14.30037, -21.48243], [-2.97954, -15.48562, -21.08954], [-1.83990, -14.01747, -22.28163], [-3.73277, -13.29593, -19.85890], [-4.63088, -13.21654, -21.35994], [-3.19714, -12.20286, -21.13035], [-7.47013, -12.45225, -23.25704], [-7.64274, -12.30211, -21.88249], [-8.87904, -11.89866, -21.39869], [-9.89706, -11.58293, -22.27706], [-9.74478, -11.74282, -23.63459], [-8.53292, -12.22434, -24.11863], [-11.18851, -11.15558, -21.73856], [-11.40241, -11.37078, -20.56111], [-11.96574, -10.63999, -22.51201], [-6.53311, -12.78736, -23.68798], [-6.86897, -12.58936, -21.18255], [-9.07610, -11.75513, -20.34331], [-10.54279, -11.52016, -24.32920], [-8.38247, -12.30923, -25.18614], [-1.71808, -10.61180, -18.61010], [-1.08011, -10.48456, -17.38506], [-1.69641, -9.77158, -16.36844], [-2.93365, -9.20394, -16.58740], [-3.58758, -9.33940, -17.79653], [-2.96862, -10.03831, -18.80966], [-3.57913, -8.44961, -15.50375], [-4.64289, -7.91994, -15.75910], [-2.98842, -8.37173, -14.44606], [-1.25956, -11.19821, -19.39927], [-0.10600, -10.91245, -17.19482], [-1.19071, -9.64814, -15.42089], [-4.59927, -8.98188, -17.92659], [-3.41384, -10.11526, -19.79254], [-1.84752, -9.37233, -21.99299], [-2.86687, -8.45131, -22.20647], [-3.77065, -8.64789, -23.23554], [-3.67692, -9.78884, -24.00168], [-2.71531, -10.73125, -23.76815], [-1.80055, -10.52736, -22.75089], [-4.62716, -10.00505, -25.09278], [-5.58024, -9.26180, -25.16871], [-4.42711, -10.96249, -25.81758], [-1.07064, -9.18804, -21.26167], [-2.97730, -7.59355, -21.55671], [-4.59763, -7.97140, -23.39948], [-2.69319, -11.64803, -24.33761], [-1.01883, -11.26918, -22.66048], [-6.44794, -13.50608, -17.66374], [-5.19461, -14.13206, -17.60496], [-5.15143, -15.32571, -18.34837], [-3.79581, -15.96394, -18.16212], [-3.69948, -16.47952, -16.86280], [-2.85071, -17.58352, -16.77003], [-6.91028, -13.59223, -18.66204], [-6.33011, -12.44691, -17.45339], [-7.15565, -13.97278, -16.96695], [-5.31873, -15.09591, -19.41000], [-5.92543, -16.03578, -18.02433], [-3.02665, -15.18829, -18.28849], [-3.64251, -16.73422, -18.92392], [-2.81646, -17.88943, -15.72412], [-1.81560, -17.33572, -17.05789], [-3.20436, -18.43132, -17.37096], [0.85513, -16.88372, -25.57559], [-0.33457, -16.31690, -25.02322], [-1.28963, -15.93916, -26.03595], [-2.41590, -15.21919, -25.38281], [-2.94963, -16.04173, -24.35149], [-4.34185, -15.95693, -24.13659], [0.64711, -17.59380, -26.37247], [1.36955, -17.41859, -24.76352], [1.59066, -16.13216, -25.86839], [-1.61665, -16.84193, -26.55743], [-0.83271, -15.26955, -26.77224], [-3.18292, -14.96873, -26.12317], [-2.10454, -14.26688, -24.93723], [-4.90697, -16.49529, -24.90723], [-4.69511, -14.91821, -24.16549], [-4.58140, -16.36313, -23.15811]], "forces_ev_per_angstrom": [[-1.73, 1.74, 0.16], [-0.36, 0.12, 0.54], [0.60, 0.01, -0.05], [0.33, -0.67, -0.32], [0.57, -0.56, -0.31], [-0.04, -0.10, -0.08], [0.05, -0.09, -0.08], [0.10, -0.07, -0.25], [-0.15, -0.26, 0.04], [-0.32, -0.33, -0.18], [0.11, 0.39, 0.45], [0.39, -0.39, -0.09], [0.07, -0.18, -0.62], [0.11, 0.66, 0.04], [-0.22, -0.05, 0.12], [0.01, 0.13, -0.09], [-0.08, 0.06, 0.01], [0.08, 0.04, 0.19], [0.10, 0.23, -0.03], [0.14, -0.18, -0.02], [-0.09, 0.05, 0.18], [-0.08, -0.13, -0.01], [0.08, -0.19, 0.09], [-0.19, 0.12, 0.00], [0.42, 0.08, 0.24], [0.05, -0.27, -0.10], [-0.51, -0.11, -0.01], [0.48, -0.16, -0.35], [0.03, 0.32, -0.02], [0.05, -0.12, 0.17], [-0.16, -0.06, -0.06], [0.02, 0.13, -0.04], [0.00, -0.09, -0.12], [-0.18, 0.05, 0.04], [0.12, 0.30, 0.07], [-0.26, -0.07, 0.12], [0.20, 0.03, 0.00], [0.00, 0.02, 0.07], [-0.52, 0.23, 0.37], [0.03, 0.32, -0.06], [0.23, -0.71, 0.09], [0.33, -0.05, -0.52], [-0.41, -0.26, 0.23], [0.08, 0.05, -0.17], [-0.05, -0.03, -0.21], [-0.18, 0.03, 0.15], [0.12, 0.09, -0.10], [0.12, 0.10, -0.08], [0.03, 0.09, -0.13], [0.02, 0.04, 0.39], [-0.59, -0.17, -0.26], [0.24, 0.11, -0.12], [0.02, -0.12, -0.06], [0.01, 0.54, -0.04], [-0.27, -0.27, 0.20], [0.43, -0.12, 0.35], [0.22, 0.00, 0.01], [0.05, 0.00, 0.24], [0.09, 0.17, 0.08], [0.05, -0.12, -0.03], [0.00, 0.10, 0.05], [0.02, -0.10, -0.20], [-0.07, -0.07, 0.02], [-0.09, -0.01, -0.06], [-0.11, -0.01, -0.11], [0.01, 0.05, -0.06], [0.67, -0.15, 0.79], [0.16, -0.05, -0.31], [0.27, 0.11, -0.33], [-0.71, 0.48, 0.33], [0.76, -0.67, 0.28], [-0.93, 0.45, -0.23], [-0.09, 0.08, -0.10], [-0.23, -0.15, -0.10], [-0.39, 0.21, -0.39], [-0.07, -0.04, 0.09], [0.17, -0.07, 0.12], [0.05, -0.22, -0.05], [0.17, -0.11, 0.02], [0.23, -0.08, 0.05], [0.23, -0.04, 0.12], [0.16, -0.05, 0.04]], "lumo_ev": -4.301, "total_charge": 1, "multiplicity": 1, "relative_energy_kcal_mol": 0.00, "orbital_gap_ha": 0.2648}

***

{"formula": "C5H10O2", "method": "ωB97M-V/def2-TZVPD", "elements": ["C", "O", "C", "C", "O", "C", "C", "H", "H", "H", "H", "H", "H", "H", "H", "H", "H"], "positions_angstrom": [[-1.59683, 1.00499, 1.54333], [-0.98828, 0.37877, 0.44023], [0.40164, 0.57888, 0.43041], [1.39901, -2.19594, 0.35609], [1.86590, -1.24772, -0.39507], [1.04862, -0.08410, -0.79129], [0.07468, -0.53110, -1.86539], [-1.32233, 0.50853, 2.48602], [-1.30828, 2.06591, 1.61185], [-2.67745, 0.93848, 1.40175], [0.62061, 1.65820, 0.41479], [0.33745, -1.91339, 0.61897], [0.86059, 0.17133, 1.34521], [1.79376, 0.59565, -1.21218], [-0.53267, 0.31012, -2.20836], [0.62681, -0.94865, -2.71231], [-0.60322, -1.28995, -1.46406]], "forces_ev_per_angstrom": [[-0.15, 0.10, 0.20], [-0.01, -0.03, -0.07], [0.23, 0.04, -0.04], [-0.08, 0.34, -0.21], [-0.02, -0.34, 0.19], [-0.11, 0.13, -0.02], [0.00, -0.02, 0.00], [-0.03, 0.07, -0.12], [-0.05, -0.16, -0.04], [0.15, -0.01, 0.05], [-0.05, -0.10, -0.03], [0.15, -0.06, 0.00], [-0.05, 0.07, -0.09], [-0.07, -0.11, 0.07], [0.09, -0.09, 0.05], [-0.08, 0.07, 0.13], [0.08, 0.11, -0.06]], "lumo_ev": 0.818, "multiplicity": 1, "relative_energy_kcal_mol": 110.09, "orbital_gap_ha": 0.3374}

***

{"formula": "C22H29NO5S2", "method": "ωB97M-V/def2-TZVPD", "elements": ["C", "S", "O", "O", "C", "C", "C", "C", "S", "O", "O", "N", "C", "C", "C", "C", "O", "C", "C", "C", "C", "C", "C", "C", "C", "C", "C", "C", "C", "C", "H", "H", "H", "H", "H", "H", "H", "H", "H", "H", "H", "H", "H", "H", "H", "H", "H", "H", "H", "H", "H", "H", "H", "H", "H", "H", "H", "H", "H"], "positions_angstrom": [[-1.21670, -5.44190, 0.35885], [-0.42917, -3.87579, -0.10073], [0.54036, -3.53055, 0.90443], [0.01640, -3.96247, -1.46305], [-1.75129, -2.66185, -0.01452], [-2.12004, -2.16137, 1.22087], [-3.00966, -1.09942, 1.27776], [-3.49248, -0.56057, 0.09843], [-4.35113, 1.02820, 0.14769], [-4.98666, 1.14957, 1.42513], [-5.13438, 1.13265, -1.04563], [-3.17602, 2.18795, 0.06954], [-2.40262, 2.49101, 1.24686], [-1.12561, 1.65274, 1.33205], [-0.27112, 1.66979, 0.04817], [0.49142, 3.01430, -0.02118], [1.38620, 3.11683, -1.09753], [0.73854, 0.49800, 0.14754], [1.27802, -0.06989, -1.16882], [2.47245, -0.99713, -0.90542], [3.61259, -0.25282, -0.27114], [4.30193, 0.72089, -0.98642], [5.32351, 1.44314, -0.39609], [5.67316, 1.20068, 0.92182], [4.99790, 0.22997, 1.64162], [3.97398, -0.48910, 1.04915], [-1.15819, 1.51188, -1.19896], [-2.43982, 2.34843, -1.15991], [-3.18612, -1.11674, -1.13050], [-2.30321, -2.18485, -1.18829], [-1.61741, -5.34045, 1.35858], [-1.99676, -5.64299, -0.36340], [-0.46062, -6.21671, 0.32823], [-1.66997, -2.56922, 2.11256], [-3.32418, -0.66620, 2.21472], [-3.04646, 2.29998, 2.10620], [-2.16290, 3.55911, 1.22369], [-0.52424, 2.00650, 2.17186], [-1.40921, 0.62182, 1.54260], [-0.21681, 3.83461, -0.15701], [1.01998, 3.17483, 0.92972], [2.13046, 2.52495, -0.93624], [1.58172, 0.82974, 0.76043], [0.27209, -0.33317, 0.68315], [0.50274, -0.65310, -1.66822], [1.58131, 0.72831, -1.84630], [2.79655, -1.42483, -1.85672], [2.15219, -1.81697, -0.26032], [4.04160, 0.90865, -2.01908], [5.84934, 2.19564, -0.96576], [6.47088, 1.76356, 1.38359], [5.26893, 0.03309, 2.66881], [3.44673, -1.24593, 1.61215], [-0.58132, 1.81121, -2.07480], [-1.42507, 0.46228, -1.30659], [-3.11080, 2.06212, -1.97034], [-2.20417, 3.41196, -1.26976], [-3.62434, -0.68918, -2.01871], [-1.99249, -2.62120, -2.12476]], "forces_ev_per_angstrom": [[0.25, 0.84, -0.23], [-0.12, -0.38, 0.14], [-0.19, -0.03, 0.33], [-0.29, -0.06, -0.25], [0.35, -0.39, -0.05], [-0.06, 0.11, 0.13], [-0.08, -0.20, 0.08], [-0.27, 0.52, -0.03], [-0.02, 0.26, -0.01], [0.30, -0.15, 0.15], [0.27, -0.16, -0.19], [-0.96, -0.63, 0.07], [0.28, -0.09, 0.72], [-0.04, 0.21, -0.20], [0.16, 0.01, 0.03], [-0.39, -0.21, 0.36], [0.31, -0.03, -0.37], [-0.11, 0.22, -0.28], [0.10, -0.12, 0.27], [-0.13, 0.10, -0.16], [0.00, -0.15, 0.00], [-0.04, -0.01, 0.01], [0.05, 0.11, -0.03], [0.08, 0.05, 0.07], [0.05, 0.02, 0.08], [0.01, -0.01, -0.06], [-0.02, 0.20, 0.16], [0.27, -0.18, -0.67], [-0.12, -0.13, -0.02], [-0.01, 0.00, -0.12], [-0.09, 0.02, 0.18], [-0.16, -0.04, -0.12], [0.22, -0.01, -0.04], [0.01, 0.02, 0.17], [0.06, 0.01, 0.15], [0.16, 0.20, 0.08], [-0.11, -0.03, 0.00], [0.04, -0.05, 0.10], [0.13, 0.10, 0.06], [0.01, 0.04, 0.10], [-0.10, -0.02, -0.02], [0.03, 0.06, 0.01], [-0.01, -0.02, 0.12], [-0.01, -0.02, 0.10], [-0.05, 0.06, -0.10], [-0.05, -0.02, -0.10], [0.00, -0.09, 0.03], [0.05, -0.04, -0.02], [-0.03, 0.01, -0.14], [0.05, 0.05, -0.05], [0.06, 0.04, 0.04], [0.02, -0.01, 0.08], [-0.07, -0.09, 0.06], [0.01, -0.11, -0.08], [0.09, 0.06, -0.09], [0.15, 0.18, -0.13], [-0.10, -0.03, -0.01], [0.02, 0.01, -0.16], [-0.02, 0.02, -0.15]], "lumo_ev": -0.276, "multiplicity": 1, "smiles": "CS(=O)(=O)c1ccc(S(=O)(=O)N2CCC(CO)(CCCc3ccccc3)CC2)cc1", "orbital_gap_ha": 0.3250}

***

{"formula": "C6H6O", "method": "ωB97M-V/def2-TZVPD", "elements": ["C", "C", "C", "C", "C", "H", "H", "H", "H", "C", "O", "H", "H"], "positions_angstrom": [[2.86360, 0.57192, -0.05814], [1.66060, 0.53115, -0.00313], [0.27053, 0.58263, 0.16474], [-0.73512, 0.34529, 0.94978], [-1.02570, 1.24844, -0.19468], [3.92574, 0.66305, -0.06887], [-1.12088, -0.09435, 1.85317], [-1.62410, 0.91584, -1.05074], [-1.13058, 2.30273, 0.04996], [-0.76733, -1.76313, -0.40608], [-1.85420, -1.80577, 0.11879], [0.16623, -2.09410, 0.09073], [-0.62879, -1.40369, -1.44554]], "forces_ev_per_angstrom": [[-0.35, 0.03, -0.01], [0.48, 0.08, -0.02], [0.05, 0.43, 0.58], [0.46, 0.43, 0.22], [-0.20, 0.36, -0.12], [-0.11, -0.11, -0.08], [0.05, 0.00, -0.13], [0.18, -0.06, 0.22], [-0.10, 0.09, -0.23], [-0.44, -0.47, 0.01], [0.29, -0.62, -0.52], [-0.24, -0.11, 0.01], [-0.08, -0.04, 0.07]], "lumo_ev": 0.544, "multiplicity": 1, "relative_energy_kcal_mol": 129.54, "smiles": "C#CC1=CC1.C=O", "orbital_gap_ha": 0.3535}